No. 1
Formula: C21H32N3OOsS3Si
Source: the OMol25 dataset
Level of theory: wB97M-V/def2-TZVPD

Output
ΔE to the lowest compared entry with this formula, charge and spin, kcal/mol: 0.0
Orbital gap (spin up / spin down), eV: 7.2740 / 5.0308
E_LUMO (spin up / spin down), eV: -3.65 / -6.09
Calculated total energy, eV: -71660.40162

Structure (ORCA input):
```
! wB97M-V def2-TZVPD RIJCOSX def2/J DEFGRID3
* xyz 1 5
H -2.52242 -1.19646 5.44603
N 1.77544 -0.08066 1.27547
C 1.16838 3.10389 2.32136
C -1.62701 -0.61383 5.27102
H 1.55511 -0.28821 6.36360
N -0.62942 -1.51715 1.22022
C -1.62494 0.38082 4.30519
H 0.26958 -2.75529 2.70637
C 0.34653 -1.74564 2.29430
C -1.02202 -2.72631 0.49599
H -3.97962 3.93716 2.69558
H 3.74597 4.58888 3.98021
Os 0.18466 0.40264 -0.16968
C -0.48866 1.16469 4.05595
Si -0.53059 2.31196 2.55727
H -3.48165 2.39956 1.98965
H -3.41873 2.64660 3.74536
H -0.77552 4.98294 1.24399
H 0.13285 -1.04534 3.10412
H -1.44670 -1.05419 1.60738
S -0.87840 1.76211 -1.76945
C 1.74165 -1.47717 1.76827
H -0.56624 5.07143 3.76349
O -0.83061 1.30648 1.29629
C 1.66553 3.28856 1.02575
C -1.75052 4.50490 1.35933
H -0.08542 -2.00979 -1.95657
N -0.85680 -1.47695 -1.56704
C 1.94454 3.60252 3.37185
C 0.50052 1.54194 -2.74560
H 2.48940 -1.63195 2.54808
H -2.29373 5.37479 3.91668
C -1.74353 -2.34160 -0.78197
S 1.64733 0.49098 -2.01452
H -2.52286 0.53545 3.71998
H 1.06203 2.99214 0.17183
C -1.83330 3.67973 2.64966
H 1.56377 1.45080 4.65053
H -1.56312 4.03066 4.79214
C 3.17016 4.21264 3.14505
H -0.47962 -1.63289 6.77388
H -1.65134 -3.37946 1.10906
C 0.65820 -0.10609 5.78557
H -2.64521 -1.77347 -0.54563
H 1.98546 -2.13066 0.92809
H -2.50600 5.29507 1.37286
H 1.58333 3.53493 4.39225
C -3.25553 3.12195 2.77783
C -1.54011 4.58530 3.85080
C 0.65002 0.89026 4.81601
H -1.34280 -1.04871 -2.34718
H -0.11587 -3.28805 0.25220
H 2.68181 0.13143 0.86743
H -2.04951 -3.23842 -1.32626
H 1.66953 0.56576 2.06017
H 3.24350 4.02142 -0.22963
H -1.93503 3.88793 0.47620
C 3.65446 4.34592 1.85202
H 4.61162 4.81799 1.67529
C -0.48119 -0.86030 6.01653
C 2.89194 3.89075 0.78587
S 0.69969 2.22139 -4.26669
*
```

Atom charges from the natural (NBO) analysis, given in e for atoms 1 to 2: 0.222 -0.809

=====

No. 2
Formula: C5H10P2
Source: the OMol25 dataset
Level of theory: wB97M-V/def2-TZVPD

Output
ΔE to the lowest compared entry with this formula, charge and spin, kcal/mol: 10.6
Orbital gap, eV: 8.8068
E_LUMO, eV: 0.44
Calculated total energy, eV: -23921.69349

Structure (ORCA input):
```
! wB97M-V def2-TZVPD RIJCOSX def2/J DEFGRID3
* xyz 0 1
C 1.98233 1.48372 -1.22464
C -0.37333 -0.85796 0.52661
P -0.76258 -2.19631 1.56356
H 2.04259 1.63086 -2.33268
C 0.89544 -0.48927 -0.12486
H 1.49859 -0.38338 0.83369
H 1.81378 2.49245 -0.82335
H -2.67437 -0.91293 2.60201
H 2.96959 0.97103 -1.01188
C 0.71546 0.69304 -0.99411
H 1.18193 -1.44508 -0.63292
C -2.48056 -1.36410 1.53353
H -0.02862 1.28422 -0.55131
H -1.59783 0.77514 1.30213
P -2.02281 -0.09979 0.27270
H -3.28927 -2.07406 1.05315
H 0.12964 0.49241 -1.99163
*
```

Atom charges from the natural (NBO) analysis, given in e for atoms 1 to 2: -0.625 -0.565

=====

No. 3
Formula: C18H23F16N2O4
Source: the OMol25 dataset
Level of theory: wB97M-V/def2-TZVPD

Output
Orbital gap, eV: 10.5579
E_LUMO, eV: -2.91
Calculated total energy, eV: -73680.86526

Structure (ORCA input):
```
! wB97M-V def2-TZVPD RIJCOSX def2/J DEFGRID3
* xyz 1 1
H 0.59780 0.23114 -0.69616
C 0.33402 -1.03331 -5.17590
C 1.87223 1.39249 0.42147
H -1.53862 -1.29848 -1.15083
H -2.39049 0.13652 2.22361
C 1.21409 -0.94978 0.92503
F 0.15185 -1.20579 -6.48809
C -0.14670 0.35265 -4.71980
F -1.48321 0.43518 -4.65571
F -1.83277 -4.15453 6.09014
C -1.96773 1.10694 -8.03853
N -2.60970 -0.17646 1.27890
C -0.52311 0.52331 5.39699
F 0.30450 0.48492 -3.42719
C -1.66837 0.10661 0.48225
F -1.97032 0.73745 -9.33352
C 1.86979 2.49752 -0.31622
H 0.29676 3.09540 -6.39495
F -0.38032 -1.96792 -4.50342
F -1.23490 -2.60672 4.66108
H 2.51760 -2.59337 0.77447
F -2.69423 -0.46195 5.62073
C 0.19506 -0.12407 6.58798
H 1.17689 0.34766 6.59608
H 0.41117 -1.65610 0.70993
C -0.62372 1.77446 -7.72688
H -2.78869 1.80942 -7.87050
H 2.47735 3.32494 0.02258
O 0.49812 -1.50422 6.54070
F -1.46974 -1.95030 7.53268
F -2.16378 0.00528 -7.28398
H 1.39465 -1.15167 -4.94158
C -0.40868 -2.47394 6.89829
C 2.49614 -1.56853 0.40219
H -1.08548 0.38198 -1.55947
H 2.64515 1.21462 1.15537
C -0.82052 -3.35531 5.70943
O 5.18745 0.57344 0.34235
H -0.28288 0.15252 7.52827
O 3.63991 -0.89676 0.91500
F -0.61624 2.91387 -8.47206
F 0.21434 -3.29424 7.76324
F -2.44047 1.22504 4.26117
C -1.75930 -0.24553 -0.97840
H 1.33481 2.60346 -1.25311
H 1.26754 -0.83590 2.00477
H -0.31715 0.66918 2.04445
H 2.51597 -1.64741 -0.68808
H 0.02816 -3.96540 5.39423
F -0.17237 -0.11272 4.23925
F 0.39649 1.00414 -8.15654
C 4.46097 -0.30192 0.01860
H -2.32678 1.38648 6.25266
O 0.40208 1.37073 -5.42936
F -0.03334 1.79066 5.30125
H 4.43239 -0.67031 -1.01464
H -0.54236 1.91466 0.83138
C -0.35040 2.22748 -6.28513
H -2.78321 -0.06227 -1.29275
C -2.04479 0.69781 5.45328
H -1.25883 2.58259 -5.79860
N 0.82942 0.35073 0.29418
C -0.43350 0.84364 0.97741
*
```

Atom charges from the natural (NBO) analysis, given in e for atoms 1 to 2: 0.452 0.505